1.
DFT (the ωB97M-V functional and the def2-TZVPD basis) results for a structure of composition C23H45F4GaN3O6 in a non-equilibrium geometry.

Geometry as ORCA input:
```
! RIJCOSX wB97M-V def2-TZVPD def2/J DEFGRID3
* xyz -1 1
C 4.8638 -0.9236 2.9144
C 3.6133 -0.3888 2.4811
C 2.0421 0.1014 2.3156
Ga 1.0835 -0.8481 0.6940
C -0.9431 -0.5450 0.9913
C -1.9136 -1.1351 -0.1905
C -3.0036 -2.1646 0.5158
C -4.5775 -1.7436 0.2493
N -5.1541 -0.8094 1.3055
C -4.4594 0.5440 1.3044
N -4.4159 1.4071 0.2091
N -3.7022 1.0174 2.5596
C 1.6898 -2.8242 0.7667
C 0.6327 -3.9018 0.1281
C 0.4896 -5.2741 1.0739
C -0.3139 -4.9774 2.4781
O -0.8538 -3.6083 2.5980
C -1.3704 -3.5124 3.9901
O -1.0328 -2.4271 4.7097
C 1.8510 0.0629 -1.0092
F 3.2538 0.4893 -0.6440
F 1.1063 1.2837 -1.4352
C 2.0235 -0.9504 -2.2983
F 2.3332 -0.0542 -3.4746
F 3.2472 -1.8252 -2.1634
H 5.9290 -1.2542 3.3390
H 1.9182 1.2775 2.2810
H 1.4086 -0.2468 3.2657
H -1.1132 0.6346 1.0089
H -1.1903 -0.9186 2.0736
H -2.5169 -0.2489 -0.6680
H -1.3401 -1.6914 -1.0576
H -2.7700 -3.2645 0.1144
H -2.8826 -2.2382 1.6911
H -4.7144 -1.3591 -0.8474
H -5.1987 -2.7579 0.3512
H -6.1363 -0.5954 0.9569
H -3.8675 2.2734 0.4876
H -3.4310 0.1010 3.0294
H -2.8142 1.5203 2.2742
H 1.8257 -3.1001 1.9014
H 2.6847 -2.9083 0.1330
H 0.9929 -4.2560 -0.9528
H -0.4606 -3.5087 -0.0108
H 1.5184 -5.8168 1.2001
H -0.2066 -6.0000 0.4321
H 0.4050 -5.1316 3.4076
H -1.2279 -5.7239 2.5216
H -2.0194 -4.3992 4.4282
H 1.0791 -1.6036 -2.5280
C 3.1497 0.0627 -6.3345
O 2.9859 -0.0684 -7.7432
C 3.6238 0.9907 -8.4636
C 4.9617 0.5341 -9.0542
O 5.9147 0.2517 -8.0247
C 6.0474 -1.1434 -7.7801
H 2.8580 -0.8835 -5.8674
H 4.1841 0.2809 -6.0605
H 2.4917 0.8537 -5.9601
H 3.7551 1.8736 -7.8263
H 2.9538 1.2663 -9.2839
H 5.3752 1.3489 -9.6575
H 4.8271 -0.3343 -9.7111
H 6.6232 -1.6054 -8.5879
H 5.0762 -1.6382 -7.6916
H 6.5920 -1.2774 -6.8408
C -3.5464 7.0271 4.8605
O -2.9093 6.2171 5.8435
C -3.4886 4.9113 5.9276
C -2.6283 3.8736 5.1993
O -2.6152 4.1084 3.7876
C -1.4217 4.7530 3.3588
H -2.9155 7.9032 4.6790
H -3.6824 6.4955 3.9163
H -4.5161 7.3681 5.2376
H -4.5151 4.9132 5.5416
H -3.5305 4.6495 6.9895
H -3.0676 2.8827 5.3543
H -1.6079 3.8546 5.6018
H -0.5965 4.0344 3.3550
H -1.1646 5.6045 3.9949
H -1.5749 5.1160 2.3382
*
```

Output
Kohn-Sham gap	7.301	eV
HOMO level	-5.00	eV
total energy	-104568.32741	eV
E_LUMO	2.31	eV

=====

2.
DFT (the ωB97M-V functional and the def2-TZVPD basis) results for a cluster of 13 separate species, H25O13 in total in a non-equilibrium geometry.

Geometry as ORCA input:
```
! RIJCOSX wB97M-V def2-TZVPD def2/J DEFGRID3
* xyz -1 1
O -26.1680 18.6470 24.6740
H -25.9170 17.8220 25.1940
O -28.7530 18.6460 25.1210
H -29.0660 18.7470 24.2130
H -27.8200 18.5210 24.9580
O -24.1670 18.4880 22.8040
H -23.4480 18.8380 23.3720
H -24.9040 18.4950 23.4290
O -27.6320 16.2320 27.0490
H -28.1680 16.0320 26.1930
H -27.4980 15.3450 27.3450
O -26.9250 19.9260 22.5140
H -27.3810 19.3620 21.9140
H -26.7300 19.3930 23.2860
O -28.5520 21.3790 23.9800
H -27.9610 20.7230 23.6890
H -28.3490 21.4140 24.8980
O -26.9710 18.9840 27.4400
H -27.8330 18.5900 27.4360
H -26.5740 18.5500 26.6960
O -24.3630 17.6400 28.2110
H -24.3280 18.2690 27.5060
H -24.3980 16.7720 27.8700
O -27.4640 17.0500 22.9800
H -26.8620 17.5700 23.5200
H -27.0100 17.1410 22.1540
O -26.1500 21.2030 25.3260
H -26.1330 20.2470 25.2190
H -26.4660 21.4450 26.1970
O -25.3190 15.4670 25.3800
H -26.1730 15.0620 25.2530
H -25.0950 15.3820 26.2960
O -23.9600 19.2780 26.1670
H -24.5870 19.2750 25.4130
H -23.2730 19.8320 25.8250
O -23.0340 16.8900 25.3030
H -23.3760 17.7340 25.7240
H -23.8000 16.3960 25.0860
*
```

Output
Kohn-Sham gap	8.871	eV
HOMO level	-6.61	eV
total energy	-27025.15598	eV
E_LUMO	2.26	eV

=====

3.
DFT (the ωB97M-V functional and the def2-TZVPD basis) results for a cluster of 2 separate species, C2H3F3O2 in total in a non-equilibrium geometry.

Geometry as ORCA input:
```
! RIJCOSX wB97M-V def2-TZVPD def2/J DEFGRID3
* xyz 0 1
C 0.5901 -0.8085 0.2116
C 0.9745 0.5745 0.0777
O -2.1948 0.2516 -0.0833
O -1.4291 1.4087 0.0902
F 1.1496 -1.6103 -0.7173
F 1.3607 1.2037 1.0855
F 1.3916 1.1514 -1.0252
H 0.9642 -1.2457 1.0697
H -0.4959 -1.0176 0.2549
H -2.3108 0.0923 -0.9637
*
```

Output
Kohn-Sham gap (spin up / spin down)	10.733 / 7.258	eV
HOMO level (spin up / spin down)	-10.49 / -8.25	eV
total energy	-14363.36826	eV
E_LUMO (spin up / spin down)	0.24 / -1.00	eV

=====

4.
DFT (the ωB97M-V functional and the def2-TZVPD basis) results for an isolated molecule of C4H6O in a non-equilibrium geometry.

Geometry as ORCA input:
```
! RIJCOSX wB97M-V def2-TZVPD def2/J DEFGRID3
* xyz 0 1
C -0.0637 -0.6751 2.3822
C 0.0596 0.1442 1.3313
C -0.1634 -0.2255 -0.0601
C 0.1893 0.5808 -1.0607
O -0.0097 0.1244 -2.3450
H 0.0395 -0.4201 3.4193
H -0.2867 -1.6915 2.0609
H 0.2681 1.1903 1.5531
H -0.5307 -1.2382 -0.1725
H 0.7439 1.5009 -0.9605
H 0.0305 0.8651 -2.9502
*
```

Output
Kohn-Sham gap	9.074	eV
HOMO level	-8.26	eV
total energy	-6291.18189	eV
E_LUMO	0.81	eV
SMILES string	C=C/C=C/O

=====

5.
DFT (the ωB97M-V functional and the def2-TZVPD basis) results for an isolated molecule of C23H25N3O6S2.

Geometry as ORCA input:
```
! RIJCOSX wB97M-V def2-TZVPD def2/J DEFGRID3
* xyz 0 1
C -3.7133 -4.5827 -1.3098
C -2.3733 -4.2103 -0.6951
O -2.4618 -2.8604 -0.2707
C -1.3566 -2.2801 0.2865
C -0.1407 -2.9110 0.4871
C 0.9280 -2.2195 1.0381
N 2.1765 -2.8592 1.1124
S 2.9339 -2.9895 -0.3974
O 4.2627 -3.4603 -0.1525
O 2.0755 -3.7501 -1.2543
C 2.9502 -1.2787 -0.9062
C 4.0078 -0.4715 -0.5374
C 3.9246 0.8967 -0.7147
C 2.7544 1.4562 -1.2303
N 2.5741 2.8313 -1.3626
C 3.3758 3.8511 -0.9189
C 2.7857 5.2104 -1.2241
O 4.4286 3.6925 -0.3499
C 1.7054 0.6234 -1.6270
C 1.8036 -0.7437 -1.4630
C 0.7846 -0.8801 1.4265
O 1.9021 -0.2874 1.9411
C 1.8196 1.0679 2.3467
C 3.1949 1.4919 2.8344
C -0.4377 -0.2512 1.2451
C -1.4967 -0.9314 0.6597
N -2.7351 -0.3343 0.4175
C -3.0404 0.9908 0.3854
O -2.2441 1.8923 0.5875
C -4.4500 1.2783 0.0795
C -5.0032 2.5294 0.0172
C -6.3760 2.5133 -0.2904
C -6.8563 1.2526 -0.4601
S -5.6440 0.0593 -0.2473
H -3.6875 -5.6139 -1.6486
H -3.9288 -3.9357 -2.1559
H -4.5063 -4.4688 -0.5753
H -1.5678 -4.3187 -1.4322
H -2.1531 -4.8565 0.1643
H 0.0346 -3.9287 0.1859
H 2.8054 -2.3952 1.7550
H 4.8867 -0.9289 -0.1114
H 4.7429 1.5397 -0.4364
H 1.6942 3.0986 -1.7835
H 1.8177 5.3174 -0.7389
H 2.6559 5.3314 -2.2975
H 3.4568 5.9810 -0.8565
H 0.8024 1.0538 -2.0355
H 1.0025 -1.4036 -1.7536
H 1.5072 1.6919 1.4996
H 1.0785 1.1699 3.1506
H 3.1585 2.5195 3.1837
H 3.9155 1.4200 2.0251
H 3.5162 0.8492 3.6495
H -0.5850 0.7804 1.5114
H -3.4429 -1.0007 0.1343
H -4.4258 3.4187 0.1926
H -6.9810 3.3972 -0.3812
H -7.8556 0.9460 -0.6987
*
```

Output
Kohn-Sham gap	7.923	eV
HOMO level	-7.81	eV
total energy	-62683.23519	eV
E_LUMO	0.11	eV
SMILES string	CCOc1cc(NS(=O)(=O)c2ccc(NC(C)=O)cc2)c(OCC)cc1NC(=O)c1cccs1

=====

6.
DFT (the ωB97M-V functional and the def2-TZVPD basis) results for a structure of composition CHF2NO2 in a non-equilibrium geometry.

Geometry as ORCA input:
```
! RIJCOSX wB97M-V def2-TZVPD def2/J DEFGRID3
* xyz 0 1
C 0.6417 0.0807 0.0606
N -0.8740 -0.1238 -0.0839
O -1.3540 -0.3079 -1.1325
O -1.4568 -0.0305 0.9382
F 1.2345 -1.0389 0.3067
F 0.7072 0.9518 1.0568
H 1.1014 0.4686 -1.1459
*
```

Output
Kohn-Sham gap	11.858	eV
HOMO level	-11.80	eV
total energy	-12069.08038	eV
E_LUMO	0.06	eV